The following is a quantum chemistry calculation of a molecular structure, C4H7NO3, from OMol25.

The energy is -436.73640 a.u. The relative energy (zero: lowest compared OMol25 entry of this formula, charge and spin) is 255.39 kcal per mole. The HOMO energy is -8.35 eV. The calculation puts the frontier orbital gap at 6.38 eV.

Structure (ORCA input):
```
! wB97M-V def2-TZVPD RIJCOSX def2/J DEFGRID3
* xyz 0 1
C 0.392 0.728 -0.281
C -0.288 -0.599 -2.215
C 0.962 -1.242 -2.278
O 2.026 -1.045 -1.564
N 0.590 0.493 1.148
C -0.914 0.464 1.689
O -1.328 1.789 1.682
O -1.365 -0.701 1.962
H 0.053 1.782 -0.462
H 1.343 0.375 -0.803
H -0.390 0.057 -1.152
H -1.031 -0.706 -2.893
H 1.045 -1.806 -3.134
H 0.878 -0.518 1.447
H -1.606 0.921 0.838
*
```


The following is a quantum chemistry calculation of 2 unconnected molecules or ions with the total composition C4H5N3, from OMol25.

The energy is -319.54741 a.u. The relative energy (zero: lowest compared OMol25 entry of this formula, charge and spin) is 103.41 kcal per mole. The HOMO energy is -9.06 eV. The SMILES is C1=C=NC=NC=1.N. The calculation puts the frontier orbital gap at 8.83 eV.

Structure (ORCA input):
```
! wB97M-V def2-TZVPD RIJCOSX def2/J DEFGRID3
* xyz 0 1
C 0.043 0.518 -0.132
C 1.171 1.090 0.000
N 2.422 1.006 0.124
C 2.645 -0.355 0.106
N 1.694 -1.261 -0.012
C 0.413 -0.854 -0.125
H 3.678 -0.669 0.197
H -0.331 -1.646 -0.213
N -2.965 0.593 0.006
H -2.571 0.522 -0.909
H -3.839 0.163 0.220
H -2.361 0.894 0.741
*
```


The following is a quantum chemistry calculation of a molecular structure, C31H21IrN8O5S, from OMol25.

The energy is -2510.61792 a.u. The relative energy (zero: lowest compared OMol25 entry of this formula, charge and spin) is 20.11 kcal per mole. The HOMO energy (spin up / spin down) is -10.53 / -10.54 eV. The calculation puts the frontier orbital gap (spin up / spin down) at 6.78 / 5.10 eV.

Structure (ORCA input):
```
! wB97M-V def2-TZVPD RIJCOSX def2/J DEFGRID3
* xyz 1 2
Ir 0.314 -0.475 0.409
O -2.554 4.139 -0.152
C -3.403 3.291 0.451
C -4.682 3.769 0.737
C -5.615 2.950 1.333
C -5.305 1.628 1.664
C -4.045 1.150 1.395
C -3.073 1.967 0.795
C -1.754 1.400 0.529
O -1.526 0.189 0.942
N -0.834 2.129 -0.087
N 0.295 1.378 -0.330
C 1.211 1.845 -1.096
C 2.436 1.159 -1.430
C 3.271 1.779 -2.372
C 4.481 1.231 -2.732
C 4.907 0.044 -2.129
C 4.123 -0.578 -1.184
C 2.873 -0.047 -0.838
O 2.192 -0.721 0.096
H -1.717 3.669 -0.338
H -4.914 4.790 0.469
H -6.603 3.340 1.541
H -6.046 0.989 2.122
H -3.782 0.128 1.629
H 1.039 2.830 -1.518
H 2.942 2.709 -2.819
H 5.103 1.719 -3.469
H 5.860 -0.388 -2.400
H 4.438 -1.491 -0.699
S 0.963 -3.886 7.036
N 1.024 -2.320 6.665
C 0.880 -2.234 5.354
C 0.838 -1.001 4.590
C 0.934 0.279 5.139
C 0.876 1.371 4.301
C 0.729 1.175 2.932
N 0.645 -0.042 2.407
C 0.684 -1.121 3.213
C 0.559 -2.411 2.562
N 0.391 -2.384 1.226
C 0.324 -3.525 0.553
C 0.394 -4.757 1.199
C 0.528 -4.802 2.568
C 0.621 -3.602 3.276
C 0.778 -3.498 4.715
N 0.858 -4.515 5.557
H 1.049 0.391 6.208
H 0.942 2.378 4.686
H 0.673 2.004 2.239
H 0.204 -3.450 -0.516
H 0.329 -5.661 0.612
H 0.568 -5.741 3.103
C -4.883 -3.234 -2.289
N -3.547 -2.668 -2.151
C -2.835 -2.240 -3.219
C -1.603 -1.689 -3.092
C -1.140 -1.541 -1.754
O 0.010 -0.944 -1.528
N -1.807 -1.984 -0.712
C -3.015 -2.603 -0.843
O -3.693 -2.978 0.095
H -5.165 -3.219 -3.339
H -5.593 -2.654 -1.705
H -4.893 -4.256 -1.915
H -3.312 -2.358 -4.183
H -1.036 -1.339 -3.938
*
```


The following is a quantum chemistry calculation of C3H6N4 in the gas phase, from OMol25.

The energy is -336.84450 a.u. The relative energy (zero: lowest compared OMol25 entry of this formula, charge and spin) is 65.73 kcal per mole. The HOMO energy is -8.33 eV. The SMILES is NNc1cc[nH]n1. The calculation puts the frontier orbital gap at 9.35 eV.

Structure (ORCA input):
```
! wB97M-V def2-TZVPD RIJCOSX def2/J DEFGRID3
* xyz 0 1
N -0.845 0.147 2.406
N -1.236 -0.311 1.070
C -0.307 0.029 0.102
C -0.375 -0.232 -1.256
C 0.780 -0.098 -1.933
N 1.553 0.199 -0.899
N 1.011 0.326 0.331
H -0.050 0.774 2.285
H -0.568 -0.787 2.841
H -2.111 0.085 0.856
H -1.348 -0.350 -1.804
H 1.011 -0.523 -2.987
H 2.486 0.740 -1.012
*
```